[1]
Density functional theory data (ωB97M-V/def2-TZVPD) for a cluster of 5 separate species, C12H28ClN4O4 in total at a distorted geometry.

Element x y z (Å)
Cl  6.30965  -15.82496  21.54823
C  5.05212  -13.75624  18.54803
C  4.75595  -15.09860  17.91515
O  4.70855  -15.15655  16.69670
N  4.48197  -16.18821  18.66194
C  4.05499  -17.47043  18.07072
H  5.31652  -13.74506  19.60542
H  4.14416  -13.15340  18.53095
H  5.81212  -13.28394  17.92560
H  4.80453  -16.16062  19.61865
H  4.03227  -17.55251  16.98406
H  3.07829  -17.79022  18.43390
H  4.66218  -18.35594  18.25858
C  3.45704  -15.12286  24.43511
C  4.57241  -14.64797  25.33168
O  4.42096  -13.81754  26.26174
N  5.73130  -15.26302  25.01645
C  6.96978  -15.03139  25.82251
H  3.82206  -15.18060  23.40967
H  2.66047  -14.38706  24.54556
H  3.12396  -16.11467  24.74080
H  5.81048  -15.80678  24.16900
H  6.88694  -14.27719  26.60509
H  7.79416  -14.78735  25.15247
H  7.27226  -15.96648  26.29391
C  8.47980  -12.86487  19.06622
C  8.01072  -11.93712  20.19698
O  7.74815  -10.74191  19.97194
N  7.77309  -12.58636  21.33518
C  7.45612  -11.96274  22.61775
H  7.94114  -12.72513  18.12899
H  8.34438  -13.86758  19.47161
H  9.54669  -12.84406  18.84388
H  7.73297  -13.59552  21.32732
H  8.17935  -11.18776  22.87165
H  7.56736  -12.64360  23.46164
H  6.42516  -11.61335  22.67400
C  8.06349  -19.38287  20.72527
C  7.74891  -19.89247  22.14677
O  7.88492  -21.09944  22.45830
N  7.30498  -18.95414  22.96218
C  6.89103  -19.06334  24.36668
H  8.62449  -18.46130  20.88044
H  7.06663  -19.24871  20.30530
H  8.65013  -20.08829  20.13676
H  7.17272  -18.04565  22.54115
H  6.12820  -19.83719  24.45245
H  6.42363  -18.12833  24.67557
H  7.77238  -19.25697  24.97810

As for the spin multiplicity: 1. The charge is -1. The gap between HOMO and LUMO is 9.2877 eV. Its total energy is -1454.39203 a.u. Its relative energy (zero: lowest compared OMol25 entry of this formula, charge and spin) is 140.97 kJ/mol.

Atom charges from the natural (NBO) analysis, given in e for atoms 1 to 5:
1. Cl -0.942
2. C -0.708
3. C 0.674
4. O -0.671
5. N -0.631

[2]
Density functional theory data (ωB97M-V/def2-TZVPD) for a structure of composition C27H21NOP2S4V.

Element x y z (Å)
V  -0.69462  -0.56993  -1.64523
O  -3.93353  -5.48667  -5.19019
C  -3.35006  -4.63305  -4.57985
S  -2.68459  -4.86181  -2.94864
C  -2.10629  -3.22938  -2.74050
C  -2.33509  -2.36763  -3.73721
S  -1.78474  -0.69358  -3.66498
S  -3.16895  -2.95774  -5.14635
S  -1.30333  -2.73687  -1.24274
N  0.63665  0.15230  1.03521
P  -1.03961  0.14013  0.68271
C  -1.56451  1.80689  1.15085
C  -2.03801  2.64599  0.14550
C  -2.39446  3.95763  0.43404
C  -2.27787  4.43056  1.73153
C  -1.81810  3.59394  2.74247
C  -1.47027  2.28509  2.45616
C  -1.80378  -0.93349  1.92071
C  -3.17320  -0.83179  2.15922
C  -3.79222  -1.69345  3.04802
C  -3.04983  -2.66599  3.70618
C  -1.68989  -2.77823  3.46639
C  -1.06761  -1.91633  2.57289
P  1.65767  -0.84275  0.02138
C  3.28140  -0.20203  0.57038
C  4.27443  -1.14418  0.81648
C  5.53963  -0.74055  1.22911
C  5.80906  0.60622  1.40114
C  4.81738  1.55407  1.16266
C  3.56136  1.15297  0.74608
C  1.53644  0.14834  -1.58583
C  2.11049  -0.46305  -2.70263
C  2.12374  0.18330  -3.93105
C  1.50433  1.41523  -4.07015
C  0.90698  2.02541  -2.97398
C  0.94171  1.40939  -1.72688
H  0.90220  0.14708  2.01467
H  -2.13581  2.27036  -0.86798
H  -2.76631  4.60056  -0.35281
H  -2.55466  5.45115  1.96190
H  -1.73926  3.96357  3.75655
H  -1.13726  1.62980  3.25358
H  -3.76597  -0.08029  1.64975
H  -4.85656  -1.61029  3.22397
H  -3.53614  -3.34123  4.39791
H  -1.11013  -3.54349  3.96531
H  -0.01195  -2.04150  2.36729
H  4.05615  -2.19792  0.68765
H  6.30665  -1.47986  1.41830
H  6.79243  0.92394  1.72275
H  5.03276  2.60600  1.29805
H  2.79049  1.89169  0.56036
H  2.53537  -1.45741  -2.61723
H  2.57358  -0.30160  -4.78643
H  1.46633  1.89661  -5.03808
H  0.43110  2.99175  -3.07928
H  0.56624  1.92211  -0.84913

The expectation value of S² is 0.76. As for the spin multiplicity: 2. The gap between HOMO and LUMO (alpha / beta) is 6.0996 / 6.2129 eV. Its total energy is -4390.95590 a.u.

Atom charges from the natural (NBO) analysis, given in e for atoms 1 to 5:
1. V 0.522
2. O -0.571
3. C 0.198
4. S 0.332
5. C -0.414

[3]
Density functional theory data (ωB97M-V/def2-TZVPD) for a cluster of 2 separate species, C4H12 in total.

Element x y z (Å)
C  -0.43677  1.41614  1.03315
C  0.58831  2.46408  0.63814
H  -0.07732  0.59266  1.65406
H  -1.29952  1.84692  1.56129
H  -0.86399  0.92554  0.14924
H  0.25600  2.99404  -0.26336
H  1.55199  2.02123  0.37543
H  0.81428  3.16632  1.43446
C  -0.74778  -2.16262  -1.08342
C  0.59974  -1.71134  -0.56916
H  -1.53000  -1.64256  -0.53082
H  -0.94244  -2.04908  -2.15066
H  -0.93434  -3.21747  -0.86401
H  0.68151  -1.98104  0.48758
H  0.72441  -0.63560  -0.63741
H  1.42786  -2.18582  -1.09154

Its SMILES is CC.CC. As for the spin multiplicity: 1. The gap between HOMO and LUMO is 12.9178 eV. Its total energy is -159.58154 a.u. Its relative energy (zero: lowest compared OMol25 entry of this formula, charge and spin) is 9.00 kJ/mol.

Atom charges from the natural (NBO) analysis, given in e for atoms 1 to 5:
1. C -0.612
2. C -0.612
3. H 0.205
4. H 0.204
5. H 0.201

[4]
Density functional theory data (ωB97M-V/def2-TZVPD) for a structure of composition C32H32N3P2RuS2.

Element x y z (Å)
Ru  -0.10698  0.25441  -0.21076
S  2.20046  0.46713  0.18604
P  1.44746  0.51374  2.11652
C  -0.18338  0.27991  1.88576
P  -1.36965  -0.88351  2.07024
S  -1.81896  -1.32129  0.10205
C  -2.86106  -0.25108  2.86646
C  -3.69982  -1.06367  3.62170
C  -4.86714  -0.53904  4.16046
C  -5.19811  0.78839  3.93659
C  -4.36577  1.59819  3.17238
C  -3.19665  1.08339  2.63860
C  -0.90093  -2.36479  2.99530
C  -0.58930  -2.21610  4.34743
C  -0.13954  -3.30184  5.07855
C  -0.00095  -4.54137  4.46600
C  -0.30885  -4.69243  3.12276
C  -0.75765  -3.60470  2.38413
C  1.85343  2.14150  2.78406
C  3.18614  2.52776  2.92040
C  3.49206  3.79248  3.39036
C  2.46912  4.67611  3.72027
C  1.14461  4.29561  3.57698
C  0.83358  3.02432  3.10994
C  2.30751  -0.67309  3.18164
C  2.58684  -1.94464  2.68527
C  3.13202  -2.90936  3.51507
C  3.39966  -2.61158  4.84542
C  3.11665  -1.35003  5.34693
C  2.56841  -0.38045  4.51768
H  -3.44423  -2.10206  3.79316
H  -5.51693  -1.16885  4.75423
H  -6.10894  1.19479  4.35747
H  -4.62971  2.63154  2.98934
H  -2.54412  1.70323  2.03390
H  -0.69636  -1.24804  4.82442
H  0.10834  -3.18133  6.12517
H  0.34865  -5.39013  5.04004
H  -0.20201  -5.65860  2.64658
H  -0.99412  -3.71324  1.33333
H  3.98029  1.84010  2.65127
H  4.52593  4.09457  3.49576
H  2.71044  5.66686  4.08359
H  0.35022  4.98769  3.82375
H  -0.19397  2.70681  2.97952
H  2.37706  -2.17044  1.64606
H  3.34726  -3.89594  3.12532
H  3.82895  -3.36651  5.49198
H  3.32389  -1.11710  6.38351
H  2.34979  0.60532  4.90918
N  -1.69230  2.85746  -0.69864
C  -1.09561  1.87979  -0.51587
C  0.79656  -1.24141  -2.71876
C  0.94514  -1.42419  -4.24965
N  0.33882  -0.30331  -4.96162
C  -1.07724  -0.22831  -4.60794
C  -1.24970  -0.03634  -3.08044
N  0.07884  0.02094  -2.42381
C  0.84067  1.14682  -3.01692
C  0.99373  0.93450  -4.54343
H  1.76578  -1.19502  -2.22114
H  0.22731  -2.05211  -2.26073
H  0.46268  -2.34446  -4.58359
H  1.99724  -1.48231  -4.53363
H  -1.56486  -1.14465  -4.94472
H  -1.52311  0.60229  -5.15700
H  -1.80290  -0.86208  -2.63252
H  -1.77518  0.88626  -2.83824
H  1.80808  1.19143  -2.51638
H  0.30188  2.06351  -2.78024
H  2.04598  0.87889  -4.82726
H  0.54602  1.76070  -5.09767

The expectation value of S² is 0.76. As for the spin multiplicity: 2. The gap between HOMO and LUMO (alpha / beta) is 7.5311 / 6.5755 eV. Its total energy is -2976.86888 a.u. Its relative energy (zero: lowest compared OMol25 entry of this formula, charge and spin) is 0.00 kJ/mol.

Atom charges from the Mulliken analysis, given in e for atoms 1 to 5:
1. Ru -0.119
2. S -0.802
3. P 2.146
4. C -0.922
5. P 1.900